Arrangement w

Entry from OMol25: a molecular structure, C4H9N3 (wB97M-V/def2-TZVPD).

ORCA input file:
```
! RIJCOSX wB97M-V def2-TZVPD def2/J DEFGRID3
* xyz 0 1
C 1.184 -0.470 1.028
C -0.038 -0.805 0.214
C -1.516 0.252 0.898
N -0.327 -2.031 0.030
N -1.473 1.444 0.902
H -1.178 -2.151 -0.525
H -0.425 1.924 -0.369
H -2.206 -0.515 1.230
H 2.087 -0.788 0.505
H 1.144 -0.995 1.982
H 1.234 0.600 1.233
C 0.062 0.293 -1.442
N 0.266 1.588 -1.100
H 1.219 1.806 -0.835
H 0.892 -0.225 -1.910
H -0.923 0.073 -1.841
*
```

- HOMO level (spin up / spin down) (Ha) = -0.2933 / -0.2933


Arrangement x

Entry from OMol25: a single C4H9N3 molecule (wB97M-V/def2-TZVPD).

ORCA input file:
```
! RIJCOSX wB97M-V def2-TZVPD def2/J DEFGRID3
* xyz 0 1
C 1.975 -0.192 -0.891
C 0.648 -0.327 -1.351
C -1.995 1.278 0.899
C -0.963 0.150 0.621
N 2.952 -0.997 -1.266
N 2.522 -2.182 -1.702
N -0.468 0.113 -0.745
H 2.363 0.604 -0.295
H -2.778 1.148 0.143
H -2.495 1.384 1.884
H -1.623 2.245 0.914
H -0.096 0.231 1.350
H -1.501 -0.763 0.845
H 3.895 -0.900 -0.885
H 3.337 -2.701 -2.133
H -1.165 0.365 -1.426
*
```

- HOMO level (spin up / spin down) (Ha) = -0.2488 / -0.2590


Arrangement y

Entry from OMol25: a single C4H9N3 molecule (wB97M-V/def2-TZVPD).

ORCA input file:
```
! RIJCOSX wB97M-V def2-TZVPD def2/J DEFGRID3
* xyz 0 1
C 1.202 0.036 -0.656
C 1.648 -0.749 0.561
C -0.326 0.795 -0.271
N -2.425 -1.226 -0.157
C -0.283 1.961 0.377
N -0.986 0.099 -1.296
N -1.880 0.020 -0.335
H -1.831 -1.994 -0.464
H -2.922 -1.296 0.719
H 1.821 0.910 -0.849
H 1.220 -0.571 -1.556
H 0.616 2.554 0.434
H -1.160 2.302 0.905
H 1.622 -0.128 1.455
H 1.010 -1.617 0.722
H 2.674 -1.095 0.413
*
```

- HOMO level (spin up / spin down) (Ha) = -0.2841 / -0.2842


Arrangement z

Entry from OMol25: a single C4H9N3 molecule (wB97M-V/def2-TZVPD).

ORCA input file:
```
! RIJCOSX wB97M-V def2-TZVPD def2/J DEFGRID3
* xyz 0 1
C 0.916 -1.275 -0.629
C -0.473 1.353 -0.806
N -1.991 -0.725 0.191
C 0.960 -0.278 0.477
C -0.240 0.684 0.550
N -1.344 -0.089 1.047
N 1.923 -0.266 1.276
H -2.724 -1.274 0.662
H 1.894 0.426 2.019
H -0.031 1.435 1.323
H -0.100 -1.647 -0.757
H 1.230 -0.806 -1.559
H 1.592 -2.095 -0.405
H -0.852 0.627 -1.519
H 0.453 1.786 -1.177
H -1.211 2.145 -0.692
*
```

- HOMO level (Ha) = -0.3403
- structure (SMILES) = [H]/N=C(/C)[C@@H](C)/N=N/[H]


Which of them is the most stable? Correct choice: arrangement z.


Arrangement w

Entry from OMol25: a molecular structure, C4H9N3 (wB97M-V/def2-TZVPD).

ORCA input file:
```
! RIJCOSX wB97M-V def2-TZVPD def2/J DEFGRID3
* xyz 0 1
C 0.556 1.565 -0.495
C -1.354 -0.791 0.352
C -0.270 -0.836 -0.730
C 0.825 0.035 -0.498
N 1.459 2.404 -0.769
N 2.540 0.005 1.254
N 1.494 -0.580 1.113
H -0.534 1.873 -0.338
H -1.019 -1.165 1.344
H -2.080 -1.474 0.066
H -1.967 0.107 0.588
H -0.742 -0.426 -1.655
H -0.122 -1.813 -0.915
H 1.816 -0.207 -0.890
H 1.157 3.307 -0.487
H 2.927 -0.207 2.181
*
```

- HOMO level (Ha) = -0.3051


Arrangement x

Entry from OMol25: a single C4H9N3 molecule (wB97M-V/def2-TZVPD).

ORCA input file:
```
! RIJCOSX wB97M-V def2-TZVPD def2/J DEFGRID3
* xyz 0 1
C -2.986 0.341 -0.044
C 1.175 -1.548 -0.046
N -1.577 0.603 -0.004
C 1.089 0.908 0.063
C 2.405 1.081 0.096
N -0.874 -0.448 -0.037
N 0.440 -0.309 -0.004
H 0.395 1.737 0.088
H -3.439 0.773 0.849
H -3.213 -0.729 -0.097
H -3.403 0.852 -0.913
H 1.822 -1.581 -0.925
H 1.787 -1.661 0.852
H 0.454 -2.360 -0.097
H 3.108 0.269 0.072
H 2.817 2.072 0.148
*
```

- HOMO level (Ha) = -0.3046
- structure (SMILES) = C=CN(C)/N=N/C


Arrangement y

Entry from OMol25: a single C4H9N3 molecule (wB97M-V/def2-TZVPD).

ORCA input file:
```
! RIJCOSX wB97M-V def2-TZVPD def2/J DEFGRID3
* xyz 0 1
C -1.686 -0.218 -0.049
C 1.032 -0.476 -1.208
C -0.448 1.735 0.419
C 0.682 -0.494 0.332
N -2.675 -0.509 -0.501
N 0.416 -1.787 0.803
N -0.511 0.290 0.586
H 0.160 -0.774 -1.868
H 2.050 -0.978 -1.451
H 1.062 0.628 -1.497
H 0.481 2.292 0.687
H -0.594 2.015 -0.677
H -1.156 2.142 1.144
H 1.365 0.012 1.058
H 0.229 -1.712 1.767
H -0.408 -2.166 0.455
*
```

- HOMO level (Ha) = -0.3561
- structure (SMILES) = C[C@H](N)N(C)C#N


Which of them is the most stable? Correct choice: arrangement y.


Arrangement w

Entry from OMol25: 2 unconnected molecules or ions with the total composition C5H8N2O2 (wB97M-V/def2-TZVPD).

ORCA input file:
```
! RIJCOSX wB97M-V def2-TZVPD def2/J DEFGRID3
* xyz 0 1
C -2.304 0.791 -1.359
C 0.557 -1.561 0.220
C 1.838 -0.194 1.986
C -2.254 1.128 -0.095
C 1.440 -0.325 0.696
N -2.211 0.475 -2.532
N 1.726 0.632 -0.383
O 1.833 0.238 -1.513
O 1.819 1.780 -0.027
H 1.211 -2.350 0.075
H -0.094 -1.417 -0.652
H -0.125 -1.896 0.940
H 1.507 -0.751 2.818
H 2.362 0.682 2.290
H -2.987 0.115 -3.113
H -2.830 1.987 0.181
H -1.488 0.666 0.468
*
```

- HOMO level (Ha) = -0.3251
- structure (SMILES) = C=C(C)[N+](=O)[O-].C=C=N


Arrangement x

Entry from OMol25: a molecular structure, C5H8N2O2 (wB97M-V/def2-TZVPD).

ORCA input file:
```
! RIJCOSX wB97M-V def2-TZVPD def2/J DEFGRID3
* xyz 0 1
C -1.687 -0.066 1.037
C -0.785 -0.554 -1.042
C 1.911 -0.957 0.394
C 0.830 1.205 -0.501
C -0.320 0.866 -0.920
H -1.318 -0.968 1.720
H -2.751 0.110 1.470
H -1.239 0.844 1.131
H -1.292 -0.639 -1.948
H 2.388 -1.378 1.447
H 2.585 1.277 0.820
H 1.039 2.209 -0.954
H -1.079 1.683 -1.129
N 1.128 -1.853 -0.164
N 2.020 0.439 0.031
O -1.746 -0.814 -0.218
O 0.317 -1.404 -1.175
*
```

- HOMO level (Ha) = -0.3188


Which of them is the most stable? Correct choice: arrangement w.


Arrangement w

Entry from OMol25: 2 unconnected molecules or ions with the total composition C4H13N3O (wB97M-V/def2-TZVPD).

ORCA input file:
```
! RIJCOSX wB97M-V def2-TZVPD def2/J DEFGRID3
* xyz -1 2
C 0.764 -2.087 -0.256
C 0.954 -0.619 0.073
C -0.297 0.249 0.009
C -1.224 0.280 0.968
N -2.459 0.957 0.762
N -0.342 1.150 -1.108
N 0.199 -2.234 -1.599
H 0.003 -2.570 0.378
H 1.665 -2.709 -0.026
H 1.186 -0.500 1.156
H 1.854 -0.289 -0.435
H -1.140 -0.213 1.933
H -3.093 0.880 1.551
H -2.414 1.903 0.425
H 0.387 0.905 -1.826
H -1.274 1.259 -1.520
H 0.732 -2.144 -2.443
H -0.665 -1.658 -1.631
H 2.176 2.599 1.866
H 1.110 2.148 0.762
O 1.879 2.693 0.959
*
```

- HOMO level (spin up / spin down) (Ha) = 0.0428 / -0.1459
- expectation value of S² = 0.751


Arrangement x

Entry from OMol25: 2 unconnected molecules or ions with the total composition C4H13N3O (wB97M-V/def2-TZVPD).

ORCA input file:
```
! RIJCOSX wB97M-V def2-TZVPD def2/J DEFGRID3
* xyz -1 2
C -0.605 1.733 -2.482
N -0.559 0.730 -1.448
C -1.627 0.040 -1.320
N -1.868 -0.894 -0.391
H 0.223 1.610 -3.186
H -0.566 2.745 -2.068
H -1.527 1.698 -3.088
H 0.527 0.785 -0.102
H -2.492 0.221 -1.970
H -1.122 -1.256 0.199
H -2.705 -1.446 -0.482
C 1.967 0.087 1.005
O 1.188 1.158 0.514
C 1.281 -0.669 2.134
N 0.141 -1.421 1.625
H 2.169 -0.603 0.183
H 2.904 0.463 1.426
H 2.006 -1.294 2.663
H 0.969 0.066 2.879
H 0.370 -2.419 1.664
H -0.672 -1.334 2.246
*
```

- HOMO level (spin up / spin down) (Ha) = 0.0441 / -0.1971
- expectation value of S² = 0.750


Which of them is the most stable? Correct choice: arrangement x.


Arrangement w

Entry from OMol25: 2 unconnected molecules or ions with the total composition C3H8NO2P (wB97M-V/def2-TZVPD).

ORCA input file:
```
! RIJCOSX wB97M-V def2-TZVPD def2/J DEFGRID3
* xyz 0 1
C 1.118 0.959 1.083
C 0.006 1.617 0.277
C -1.163 0.763 0.086
N 0.107 -2.460 -0.694
O 1.121 -2.356 -0.015
O -0.779 -3.281 -0.507
P -0.041 -1.312 -1.997
H 0.737 0.617 2.043
H 1.515 0.099 0.551
H 1.928 1.663 1.262
H -0.336 2.519 0.813
H 0.373 1.984 -0.686
H -1.367 -0.038 0.774
H -1.923 1.033 -0.624
H -1.296 -1.808 -2.366
*
```

- HOMO level (spin up / spin down) (Ha) = -0.3172 / -0.3432


Arrangement x

Entry from OMol25: a molecular structure, C3H8NO2P (wB97M-V/def2-TZVPD).

ORCA input file:
```
! RIJCOSX wB97M-V def2-TZVPD def2/J DEFGRID3
* xyz 0 1
C -1.058 0.558 -0.428
C -0.840 0.854 1.056
C 0.225 -0.157 -0.773
N 0.577 -0.533 -2.001
O -0.041 -1.582 1.374
O 1.963 -0.351 1.764
P 0.692 -0.197 1.091
H -1.611 -0.385 -0.646
H -1.381 1.510 -0.980
H -0.486 1.838 1.180
H -1.580 0.571 1.701
H 1.461 1.498 -0.241
H 0.104 -0.275 -2.869
H 0.581 -2.219 1.696
H 1.392 -1.131 -1.923
*
```

- HOMO level (Ha) = -0.2808


Which of them is the most stable? Correct choice: arrangement x.


Arrangement w

Entry from OMol25: a single C3H5N3O molecule (wB97M-V/def2-TZVPD).

ORCA input file:
```
! RIJCOSX wB97M-V def2-TZVPD def2/J DEFGRID3
* xyz 0 1
C -1.773 -0.987 -0.032
C 0.318 1.065 0.011
C 1.777 -0.710 0.031
H -2.362 -1.853 -0.071
H -2.241 0.004 -0.160
H 1.317 1.565 0.172
H -0.766 2.632 0.171
H 1.834 -1.775 0.104
N -0.538 -1.234 0.015
N 0.481 -0.295 -0.083
N -0.825 1.640 -0.069
O 2.778 -0.053 -0.090
*
```

- HOMO level (Ha) = -0.3634
- structure (SMILES) = [H]/N=C/N(C=O)N=C


Arrangement x

Entry from OMol25: a single C3H5N3O molecule (wB97M-V/def2-TZVPD).

ORCA input file:
```
! RIJCOSX wB97M-V def2-TZVPD def2/J DEFGRID3
* xyz 0 1
N -0.691 -1.784 1.272
C -0.369 -0.918 0.400
C -0.736 0.478 0.826
N 0.226 1.249 0.037
C 0.691 0.378 -0.906
O 1.456 0.868 -1.879
N 0.397 -0.885 -0.777
H -0.658 0.267 1.903
H -0.512 -2.756 1.080
H -1.768 0.751 0.587
H 0.204 2.244 -0.142
H 1.760 0.107 -2.401
*
```

- HOMO level (Ha) = -0.3323
- structure (SMILES) = [H]/N=C1/CNC(O)=N1


Which of them is the most stable? Correct choice: arrangement x.


Arrangement w

Entry from OMol25: a single C3H5N3O molecule (wB97M-V/def2-TZVPD).

ORCA input file:
```
! RIJCOSX wB97M-V def2-TZVPD def2/J DEFGRID3
* xyz 0 1
N 2.045 -0.227 -0.089
C 0.679 0.039 0.019
C -0.098 1.141 -0.056
N -1.424 0.726 0.083
C -1.514 -0.652 0.197
O -2.520 -1.335 0.281
N -0.193 -1.047 0.184
H 2.403 -0.350 -1.022
H 2.683 0.191 0.563
H 0.159 2.179 -0.205
H -2.249 1.298 0.007
H 0.104 -2.001 0.307
*
```

- HOMO level (Ha) = -0.2922
- structure (SMILES) = Nc1c[nH]c(=O)[nH]1


Arrangement x

Entry from OMol25: a single C3H5N3O molecule (wB97M-V/def2-TZVPD).

ORCA input file:
```
! RIJCOSX wB97M-V def2-TZVPD def2/J DEFGRID3
* xyz 0 1
C 0.503 -0.430 0.023
C -0.344 0.676 -0.156
C 0.364 -0.817 1.494
H 0.942 -1.161 -3.026
H -1.043 1.051 -1.030
H 0.358 1.685 -0.142
H -1.424 1.562 1.246
H 0.694 -1.700 2.011
N 1.134 -1.014 -0.993
N -1.271 0.657 0.908
N -0.535 0.004 1.914
O 0.622 -0.513 -2.250
*
```

- HOMO level (Ha) = -0.3220
- structure (SMILES) = O/N=C1/C=NNC1


Which of them is the most stable? Correct choice: arrangement w.


Arrangement w

Entry from OMol25: a single C3H5N3O molecule (wB97M-V/def2-TZVPD).

ORCA input file:
```
! RIJCOSX wB97M-V def2-TZVPD def2/J DEFGRID3
* xyz 0 1
C -0.013 -0.145 -0.040
C 1.148 -1.171 0.012
C 0.675 1.184 -0.063
H -2.259 1.080 0.621
H -3.091 -0.445 -0.088
H 1.228 -1.637 0.944
H 1.236 -1.760 -0.861
H 0.257 2.202 -0.230
N -2.233 0.353 -0.080
N -1.241 -0.492 -0.117
N 1.962 1.076 -0.024
O 2.331 -0.246 -0.075
*
```

- HOMO level (Ha) = -0.3088
- structure (SMILES) = N/N=C1\C=NOC1


Arrangement x

Entry from OMol25: a single C3H5N3O molecule (wB97M-V/def2-TZVPD).

ORCA input file:
```
! RIJCOSX wB97M-V def2-TZVPD def2/J DEFGRID3
* xyz 0 1
O -1.494 0.993 -0.430
C -1.917 -0.319 -0.287
C -0.463 -0.620 -0.211
N 0.104 0.082 -1.335
N 1.256 0.407 -0.913
C 1.356 0.198 0.553
N 0.312 -0.746 0.803
H 1.046 1.158 0.998
H -2.461 -0.711 -1.154
H -2.420 -0.563 0.657
H 1.862 0.964 -1.503
H 2.361 -0.079 0.874
*
```

- HOMO level (Ha) = -0.3265


Which of them is the most stable? Correct choice: arrangement w.